(1)
The following is a DFT calculation (the ωB97M-V functional and the def2-TZVPD basis) of an isolated molecule of C14H28BNO8.

Geometry as XYZ:
```
52
C14H28BNO8 | OMol25 | the ωB97M-V functional and the def2-TZVPD basis
O 1.4395 -0.8599 2.9145
O 2.0054 0.5013 -1.1972
O 0.0600 1.5910 -1.8099
O 1.0734 0.1925 -3.2189
O 0.2981 1.2366 3.0989
O 3.5547 -3.2777 -0.6085
O 3.2794 1.5587 1.4399
O 2.0064 -1.4920 -4.1247
N 1.0672 -1.1742 -3.5047
C 0.7829 0.4044 -1.8329
C -3.3734 -0.6419 0.5317
C -2.9372 1.7665 -2.2968
C 3.1472 -2.4057 0.4125
C -3.1542 0.7927 0.0197
C -3.8920 -1.6323 -0.5538
C -2.1149 -1.2264 1.2153
C -2.2537 0.8568 -1.2512
C 1.9907 1.0095 1.1677
C 2.1262 -3.0455 -0.5175
C 3.2027 2.8088 2.1003
C 3.4167 -0.8736 0.1731
C 2.0722 -0.1357 0.0983
C -0.9498 1.5568 -0.8086
B 1.2183 0.4337 2.4612
H 1.5940 -3.7823 0.0750
H -2.0739 -0.1398 -1.6680
H 0.1673 -0.4496 -1.5111
H -3.1316 -2.3970 -0.7398
H 1.7253 -2.4786 -1.3438
H 3.5809 2.7457 3.1293
H 3.8210 3.5496 1.5789
H -2.4406 -2.0468 1.8675
H -2.8851 2.8044 -1.9400
H -2.4253 1.7545 -3.2634
H 1.2187 -0.7911 0.3064
H 3.9920 -0.6352 1.0675
H 1.4018 1.8025 0.6744
H 2.1833 3.2116 2.1348
H -4.7447 -2.1679 -0.1226
H 3.1667 -2.7539 1.4408
H -1.4220 -1.6553 0.4781
H -1.2127 2.6019 -0.6077
H -4.1372 -0.5778 1.3175
H 0.1091 1.9587 2.4810
H 0.6698 -1.3896 2.6529
H -4.0016 1.5376 -2.4057
H -4.2105 -1.1254 -1.4664
H -2.6396 1.3323 0.8329
H 3.9745 -0.8245 -0.7600
H -4.0906 1.3416 -0.1227
H -0.6222 1.1141 0.1436
H -1.6327 -0.4843 1.8623
```

LUMO energy: 0.013 eV
HOMO energy: -9.56 eV
SMILES: CO[C@H](B(O)O)[C@H](C[C@H]1CO1)O[C@@H](OC[C@H](C)CC(C)C)ON=O

(2)
The following is a DFT calculation (the ωB97M-V functional and the def2-TZVPD basis) of C4H5CrO2 as an isolated structure.

Geometry as XYZ:
```
12
C4H5CrO2 | OMol25 | the ωB97M-V functional and the def2-TZVPD basis
Cr -2.7087 2.7105 0.9981
O -1.3737 1.6258 0.7426
O 2.0114 -1.4770 0.2180
C -1.1388 -0.9245 0.2151
C -0.0381 -0.3422 -0.1360
C 1.4256 -0.3010 -0.2989
C -1.3263 0.6153 -0.1672
H -1.6564 -1.7528 0.6875
H -1.6218 0.8556 -1.2037
H 1.8063 0.5982 0.2169
H 1.6565 -0.1757 -1.3719
H 2.9639 -1.4322 0.0993
```

2S+1: 5
LUMO energy (alpha / beta): -6.542 / -5.745 eV
charge: +1
relative energy (zero: lowest compared OMol25 entry of this formula, charge and spin): 1.434 eV
HOMO energy (alpha / beta): -13.16 / -13.40 eV
expectation value of S²: 6.28

(3)
The following is a DFT calculation (the ωB97M-V functional and the def2-TZVPD basis) of an isolated molecule of C24H28FN3O.

Geometry as XYZ:
```
57
C24H28FN3O | OMol25 | the ωB97M-V functional and the def2-TZVPD basis
F 7.9830 0.1692 2.0447
O -1.5328 -3.7167 0.5444
N 3.3467 0.4013 -0.8985
N -1.0620 0.5820 -1.2644
N 3.2370 -0.3554 -1.9963
C -0.9604 0.6276 0.1800
C -1.1516 -0.7857 -1.7358
C 4.5966 0.9991 1.1035
C 4.5103 0.3577 -0.1294
C 5.6044 -0.3552 -0.6187
C 2.2268 1.1465 -0.7080
C 6.8415 0.2280 1.3289
C 2.0539 -0.1004 -2.5049
C -2.4660 -1.4280 0.3438
C -5.1112 -1.4695 0.2275
C -1.3860 -2.3713 0.9287
C -5.4339 0.8757 -0.6436
C -5.6934 2.2207 -0.4452
C -5.9133 1.8279 1.9048
C -0.0356 1.3612 -1.9410
C -2.4292 -1.4178 -1.1898
C -5.9287 2.7020 0.8305
C -5.6542 0.4851 1.7031
C 5.7674 0.9365 1.8355
C -3.8117 -1.9580 0.8833
C 1.3590 0.8564 -1.7354
C -2.2018 0.0071 0.8189
C -5.3982 -0.0082 0.4278
C 6.7743 -0.4232 0.1093
H -0.2649 -1.3814 -1.4547
H 3.7568 1.5433 1.5044
H 2.1203 1.8357 0.1038
H -5.1080 -1.7060 -0.8368
H -5.2581 0.5112 -1.6462
H -5.9251 -2.0421 0.6831
H -1.2012 -0.7646 -2.8285
H -6.1081 2.1944 2.9024
H -0.1136 2.3896 -1.5762
H -1.3986 -3.7784 -0.4075
H 5.5103 -0.8489 -1.5721
H -2.0920 0.0273 1.9052
H -3.8514 -1.7272 1.9501
H 1.7328 -0.5922 -3.4018
H 5.8518 1.4275 2.7918
H -3.7879 -3.0466 0.7874
H -1.4714 -2.3732 2.0186
H -0.0488 0.1214 0.5454
H -6.1300 3.7515 0.9871
H -3.2576 -0.8086 -1.5474
H -0.3808 -2.0172 0.6712
H -0.8982 1.6776 0.4803
H -5.6516 -0.1924 2.5450
H -0.2711 1.3539 -3.0092
H -3.0582 0.6244 0.5516
H -2.5495 -2.4274 -1.5905
H 7.6291 -0.9695 -0.2557
H -5.7126 2.8937 -1.2900
```

LUMO energy: 0.648 eV
relative energy (zero: lowest compared OMol25 entry of this formula, charge and spin): 0.255 eV
HOMO energy: -8.46 eV
SMILES: OCC1(CCc2ccccc2)CCN(Cc2cnn(-c3ccc(F)cc3)c2)CC1

Going through the records in order, we get F_max values of 0.059; 0.063; 0.020 hartree/bohr.